The following is a quantum chemistry calculation of an isolated ion of composition C8H12O2P and charge -1 in a non-equilibrium geometry, from OMol25.

* charge: -1
* maximum force: 3.999 eV/A
* multiplicity: 1
* E_HOMO: -3.2 eV
* E_tot: -803.8306 Eh
* energy relative to the best compared isomer or geometry (same formula, charge and spin): 179.8 kJ/mol
* SMILES: C=C([O-])OP1CCCC12CC2

```
23
Properties=species:S:1:pos:R:3:forces:R:3:nbo_charge:R:1
C -3.3327 -0.8639 0.9502 1.1 1.2 1.8 -0.8009
C -2.9226 -0.4025 -0.2456 -0.5 0.3 -4.0 0.6576
O -3.3214 -0.6123 -1.4395 1.5 0.7 3.1 -0.7390
O -1.6243 0.6025 -0.2016 -2.4 -0.9 -0.4 -0.9337
P -0.5334 -0.0258 0.7701 1.0 -0.8 0.2 1.1040
C -0.0372 -1.6790 -0.1159 0.3 2.4 -1.3 -0.7277
C 1.4417 -1.4518 -0.6381 -3.1 0.4 -2.5 -0.3905
C 1.5781 0.0902 -1.0349 -1.3 -1.6 -0.9 -0.3947
C 0.9172 0.9035 0.0725 0.5 -1.8 -1.0 -0.3806
C 1.7807 1.6084 1.0253 1.5 0.6 2.0 -0.4282
C 0.8832 2.3765 0.1462 -0.5 -1.2 0.6 -0.3943
H -4.1182 -1.5694 1.0063 -0.7 -0.5 -0.2 0.1986
H -2.9729 -0.4224 1.9086 -0.2 -0.5 -1.0 0.2008
H -0.6921 -1.8133 -1.0250 0.3 0.1 1.2 0.2375
H -0.2015 -2.4284 0.6224 0.2 -1.0 0.2 0.2143
H 1.5569 -2.1705 -1.5265 0.4 1.2 1.1 0.1913
H 2.1040 -1.6871 0.1021 2.0 -0.7 1.9 0.1798
H 2.6579 0.2949 -1.1181 -0.4 0.3 -0.5 0.1937
H 0.9649 0.1806 -2.0030 1.2 0.2 1.1 0.2102
H 2.8126 1.9456 0.8369 -0.2 -1.1 -0.1 0.1910
H 1.6091 1.3873 2.0752 -0.3 0.5 0.0 0.2086
H 0.0403 2.9013 0.4240 -1.8 0.7 0.8 0.2133
H 1.4098 2.8356 -0.5915 1.4 1.5 -2.2 0.1889
```
Positions in Å, forces in eV/Å.

The following is a quantum chemistry calculation of one molecule with the formula C8H12O3 in a non-equilibrium geometry, from OMol25.

* maximum force: 4.821 eV/A
* multiplicity: 1
* E_HOMO: -9.8 eV
* E_tot: -537.6902 Eh
* energy relative to the best compared isomer or geometry (same formula, charge and spin): 182.8 kJ/mol
* SMILES: CC1(C)OC(=O)C[C@@]2(C)O[C@@H]12

```
23
Properties=species:S:1:pos:R:3:forces:R:3:nbo_charge:R:1
C 1.8564 -0.6781 -1.7315 -3.1 0.2 -0.8 -0.6127
C 0.7295 -0.6923 -0.6733 0.0 0.1 0.3 0.2435
C 1.0395 -1.8629 0.2668 0.0 -0.7 0.6 -0.6344
O -0.5595 -0.9124 -1.3136 -1.1 0.2 0.6 -0.5036
C -1.7181 -0.7006 -0.6032 -3.2 0.3 -1.6 0.7958
O -2.8368 -0.9363 -1.0983 3.3 -0.1 0.5 -0.5775
C -1.7674 -0.0103 0.7597 0.5 0.8 -0.5 -0.5467
C -0.6207 0.9755 0.9148 1.1 -0.6 -1.9 0.2313
C -0.9605 2.4236 1.0256 0.7 1.6 -1.5 -0.6412
O 0.5327 0.3847 1.5049 0.1 1.5 1.7 -0.4884
C 0.6612 0.6841 0.1441 -2.4 -4.2 -0.1 0.0373
H 2.7465 -0.6957 -1.2300 2.4 -0.1 1.4 0.2121
H 1.7856 0.2626 -2.2240 0.1 0.8 -0.9 0.2078
H 1.8368 -1.4881 -2.4752 -0.3 0.2 0.5 0.2310
H 1.7975 -1.4069 0.9524 -0.7 -1.0 -0.1 0.2295
H 0.0962 -2.2281 0.8195 1.7 0.6 -0.6 0.2191
H 1.5415 -2.7457 -0.2641 -1.0 1.3 0.5 0.2204
H -2.7688 0.4800 0.9468 1.1 -0.8 -0.6 0.2562
H -1.6195 -0.7695 1.4950 0.0 -0.6 0.7 0.2522
H -0.1046 3.0078 1.4233 -0.6 -0.4 0.1 0.2342
H -1.1279 2.8658 -0.0317 0.2 -0.9 1.5 0.2270
H -1.8833 2.6386 1.5342 -0.2 0.0 0.7 0.2213
H 1.3438 1.4040 -0.1421 1.3 1.7 -0.4 0.1857
```
Positions in Å, forces in eV/Å.

The following is a quantum chemistry calculation of a 2-piece molecular cluster, C8H12SSi overall in a non-equilibrium geometry, from OMol25.

* maximum force: 3.709 eV/A
* multiplicity: 1
* E_HOMO (spin up / spin down): -8.8 / -7.2 eV
* E_tot: -999.5659 Eh
* energy relative to the best compared isomer or geometry (same formula, charge and spin): 385.5 kJ/mol

```
22
Properties=species:S:1:pos:R:3:forces:R:3:nbo_charge:R:1
C -1.7826 0.2245 -1.2536 1.1 0.0 -2.4 -0.2205
C -1.2287 1.1071 0.8993 0.5 0.9 -1.7 -0.2337
C -0.4075 0.0369 -1.5423 -0.1 -0.4 0.5 -0.1744
C 0.1213 0.9698 0.5803 0.0 -0.2 1.8 -0.1739
C -2.1619 0.7714 -0.0676 -2.1 -0.5 1.2 0.0170
C 0.5543 0.4172 -0.6163 0.3 0.1 0.7 -0.5129
C -3.6751 0.9068 0.3027 2.1 -0.2 -1.3 -0.6291
C 2.8151 -2.8203 0.7309 -0.5 0.3 -1.4 -0.5431
Si 2.3856 0.0776 -0.8645 -0.2 -1.2 3.5 0.9941
S 3.9598 1.0661 0.3530 -2.2 -1.0 1.3 -0.4508
H -2.5146 0.1776 -2.0795 0.3 -0.7 0.6 0.2140
H -1.6311 1.8222 1.5875 0.4 -0.3 1.4 0.2160
H 0.0313 -0.5536 -2.3404 -0.9 0.3 -0.7 0.2121
H 0.8434 1.1228 1.3914 -0.1 0.5 -0.4 0.2046
H -3.9660 1.8830 -0.0175 -0.5 0.9 0.4 0.2190
H -4.2580 0.2244 -0.2826 -0.3 -0.5 -0.3 0.2156
H -3.8020 0.6858 1.3414 -0.3 0.3 0.6 0.2203
H 3.6954 -3.0500 0.2374 2.1 0.5 -0.5 0.1668
H 2.7445 -2.5179 1.7138 0.2 1.0 1.8 0.1646
H 2.1812 -3.5969 0.4684 -2.0 -1.0 -0.4 0.1567
H 2.7962 0.4212 -2.1036 0.8 0.6 -3.0 -0.2261
H 3.2995 0.6246 1.5618 1.1 0.7 -1.6 0.1637
```
Positions in Å, forces in eV/Å.

The following is a quantum chemistry calculation of C8H13AuCl3F5GeNOSTe as an isolated structure in a non-equilibrium geometry, from OMol25.

* maximum force: 6.129 eV/A
* multiplicity: 2
* E_HOMO (spin up / spin down): -8.4 / -8.4 eV
* E_tot: -5201.2461 Eh
* energy relative to the best compared isomer or geometry (same formula, charge and spin): 386.4 kJ/mol

```
35
Properties=species:S:1:pos:R:3:forces:R:3:nbo_charge:R:1
Au -0.3950 -0.2361 -0.6269 0.4 2.5 0.0 0.8926
C 0.7941 3.6779 -2.2034 0.1 -0.1 0.0 -0.5977
C 0.7312 2.1399 -2.2293 -0.1 0.8 -0.2 -0.2420
C -0.2945 1.6776 -3.2756 0.1 -0.1 0.2 -0.5947
C 2.1133 1.5838 -2.6445 0.0 -0.2 0.6 -0.5809
C 0.3707 1.6483 -0.8916 -0.6 -1.5 -0.8 -0.1247
H 1.0546 4.0466 -3.1918 0.0 0.1 -0.1 0.2207
H 1.5468 4.0153 -1.4955 0.1 0.1 0.1 0.2105
H -0.1664 4.1049 -1.9228 -0.1 0.1 0.0 0.2113
H -0.0380 2.0799 -4.2532 0.0 0.1 -0.1 0.2158
H -1.2929 2.0147 -3.0062 -0.1 0.0 0.0 0.2117
H -0.2980 0.5912 -3.3412 0.0 -0.1 0.0 0.2282
H 2.2895 1.8166 -3.6902 -0.1 0.1 -0.1 0.2315
H 2.1442 0.5034 -2.5208 0.0 -0.1 -0.1 0.2309
H 2.8992 2.0319 -2.0440 0.2 0.0 0.1 0.2152
H 0.6419 2.1901 -0.0033 0.5 0.6 0.2 0.1556
Cl 2.5863 -3.5065 0.0889 0.8 0.3 0.4 -0.2910
Ge 2.5995 -1.2086 0.2161 0.4 -0.1 0.6 1.1672
Cl 2.5598 -0.9214 2.4479 0.1 0.0 -0.7 -0.4089
Cl 4.6776 -0.8628 -0.4295 -0.6 0.0 0.1 -0.3913
F -0.6109 -3.2477 -2.7124 0.5 0.0 0.8 -0.6159
Te 0.3529 -3.1047 -1.0464 -3.7 -4.8 -0.7 3.1874
F 0.2297 -2.4369 0.8744 0.8 -0.1 -1.3 -0.6428
F -1.5153 -2.5037 -0.6925 0.9 0.1 -0.3 -0.6358
F -0.2701 -4.6870 -0.1679 0.5 1.2 -0.7 -0.5689
F 1.3123 -4.4671 -2.0661 -0.2 1.1 0.8 -0.6112
O 1.1278 -1.6003 -1.6733 1.0 0.3 0.5 -1.1352
S -3.7638 0.0514 2.6423 0.3 0.0 0.0 0.4682
C -2.2100 0.0794 3.3765 -0.2 0.0 -0.1 -0.4337
C -1.2409 0.0051 2.4298 -0.3 0.0 0.6 -0.0426
N -1.7197 -0.0638 1.1640 -0.5 -0.5 -0.2 -0.5286
C -3.0148 -0.0592 1.1122 -0.2 0.1 0.4 -0.1277
H -2.1074 0.1437 4.4407 0.1 0.0 0.2 0.2523
H -0.1798 -0.0287 2.5982 0.2 0.0 0.1 0.2384
H -3.5645 -0.1274 0.1937 -0.2 0.0 -0.2 0.2360
```
Positions in Å, forces in eV/Å.

The following is a quantum chemistry calculation of C8H13AuCl3F5GeNOSTe as an isolated structure, from OMol25.

* maximum force: 0.611 eV/A
* multiplicity: 2
* E_HOMO (spin up / spin down): -8.6 / -9.6 eV
* E_tot: -5201.3805 Eh
* energy relative to the best compared isomer or geometry (same formula, charge and spin): 33.4 kJ/mol

```
35
Properties=species:S:1:pos:R:3:forces:R:3:nbo_charge:R:1
Au 0.7328 0.1736 0.9293 0.3 0.5 -0.2 0.7469
C 5.0703 0.5808 1.0230 0.0 0.0 0.0 -0.6071
C 3.6707 0.5261 1.6360 -0.1 0.1 0.0 -0.2251
C 3.5919 -0.6220 2.6835 0.0 -0.1 -0.1 -0.5799
C 3.3165 1.8487 2.3306 0.0 0.0 0.0 -0.5910
C 2.6274 0.1579 0.6543 0.0 -0.2 0.1 -0.0689
H 5.8173 0.7639 1.7963 0.0 0.0 0.0 0.2208
H 5.1462 1.3855 0.2892 0.0 0.0 0.0 0.2125
H 5.3194 -0.3595 0.5289 0.0 0.0 0.0 0.2130
H 4.3635 -0.4287 3.4306 0.0 0.0 0.0 0.2265
H 3.7848 -1.5973 2.2347 0.0 0.0 0.0 0.2208
H 2.6162 -0.6493 3.1650 0.0 0.0 0.0 0.2386
H 4.0737 2.0723 3.0840 0.0 0.0 0.0 0.2184
H 2.3441 1.7844 2.8176 0.0 0.0 0.0 0.2280
H 3.2908 2.6724 1.6156 0.0 0.0 0.0 0.2136
H 3.0489 -0.2485 -0.2719 0.0 -0.1 0.0 0.1624
Cl -4.7725 0.0075 0.9210 0.0 0.0 0.0 -0.4070
Ge -3.1980 -0.8966 -0.2476 0.1 0.0 -0.1 1.2088
Cl -2.2512 0.7083 -1.3735 -0.2 -0.2 -0.2 -0.4414
Cl -4.1220 -2.1734 -1.7447 0.0 0.0 0.0 -0.4074
F 0.5146 -2.4917 2.3359 -0.3 0.1 0.1 -0.6192
Te -1.1505 -1.7745 2.8158 -0.1 0.0 0.4 3.4509
F -0.2874 -0.7363 4.1132 -0.2 -0.2 -0.2 -0.6193
F -1.9489 -2.9737 1.6235 0.1 0.1 0.2 -0.6125
F -1.2101 -3.1208 4.0891 0.0 0.1 -0.2 -0.5932
F -2.8333 -1.2960 3.4465 0.2 -0.1 0.0 -0.6080
O -1.1892 -0.4010 1.6088 0.1 -0.1 -0.2 -1.2101
S -1.9330 4.3650 -0.1734 0.1 0.0 0.0 0.4660
C -0.5627 4.3163 -1.1989 -0.1 0.0 0.0 -0.4523
C 0.2258 3.2660 -0.8576 0.0 0.1 0.0 -0.0554
N -0.2316 2.5172 0.1926 0.0 -0.1 0.3 -0.4994
C -1.3568 2.9839 0.6443 0.0 0.1 0.1 -0.1366
H -0.4124 5.0361 -1.9853 0.0 0.0 0.0 0.2507
H 1.1486 2.9928 -1.3463 0.0 0.0 0.0 0.2142
H -1.9079 2.5297 1.4555 0.0 0.0 0.0 0.2417
```
Positions in Å, forces in eV/Å.

The following is a quantum chemistry calculation of an isolated ion of composition C8H13BNO3 and charge -1 in a non-equilibrium geometry, from OMol25.

* charge: -1
* maximum force: 3.376 eV/A
* multiplicity: 1
* E_HOMO: -4.7 eV
* E_tot: -618.0241 Eh
* energy relative to the best compared isomer or geometry (same formula, charge and spin): 0.0 kJ/mol

```
26
Properties=species:S:1:pos:R:3:forces:R:3:nbo_charge:R:1
B 1.5568 -0.4319 1.2171 0.6 0.3 -0.1 1.0018
C -1.5957 1.1274 1.9988 0.7 0.7 -1.7 0.7042
C -1.3934 -1.0073 -1.5205 -0.7 0.4 1.5 -0.4085
C 0.1021 -0.7395 -1.8319 -0.8 0.1 1.1 -0.4293
C -0.8317 1.3571 -1.0083 -2.1 -1.5 0.6 -0.4129
C -1.4982 0.0297 0.9070 3.1 0.8 -0.8 0.0179
C -1.8444 0.2327 -0.5625 1.4 -0.9 -0.1 -0.2798
C 0.4241 0.5175 -0.9980 1.8 0.8 -1.3 -0.0521
C 3.1135 -0.7604 0.6402 0.1 -1.9 0.7 -0.9516
N 0.6313 0.1970 0.3447 -2.2 -1.1 2.3 -0.7649
O -2.4406 1.9692 1.7482 -2.5 1.1 -0.7 -0.7373
O -0.7727 1.2195 2.9036 1.3 -1.4 1.4 -0.7482
O 1.2491 -0.5763 2.5762 1.1 -0.6 -1.2 -0.9458
H -1.9528 -0.8639 -2.4910 0.1 -0.9 1.2 0.2012
H -1.5376 -1.9849 -0.9020 -0.1 1.5 -1.7 0.2104
H 0.7253 -1.5722 -1.5905 0.5 -0.5 0.8 0.2074
H 0.2793 -0.6545 -2.8639 -0.1 0.7 -1.7 0.1858
H -1.1913 1.7246 -1.9504 0.3 0.6 -0.6 0.1897
H -0.9212 2.0176 -0.1653 0.5 1.1 -0.3 0.2557
H -1.5951 -0.9167 1.3690 0.1 -1.4 0.0 0.1842
H -2.8986 0.4775 -0.6748 0.0 0.2 0.0 0.2375
H 1.2904 1.1326 -1.4576 -0.9 -0.9 0.7 0.1914
H 3.7914 -0.0068 1.0725 -0.1 -0.2 -0.1 0.2180
H 3.1550 -0.6655 -0.4591 0.0 0.1 0.4 0.2000
H 3.6428 -1.8347 0.8735 -1.6 2.5 -0.3 0.2026
H 0.5124 0.0124 2.8250 -0.6 0.4 -0.1 0.5227
```
Positions in Å, forces in eV/Å.

The following is a quantum chemistry calculation of one molecule with the formula C8H13BO2 in a non-equilibrium geometry, from OMol25.

* maximum force: 4.768 eV/A
* multiplicity: 1
* E_HOMO: -8.5 eV
* E_tot: -487.9121 Eh
* energy relative to the best compared isomer or geometry (same formula, charge and spin): 334.8 kJ/mol
* SMILES: CC1=CB(O)[C@@](C)(O)CC=C1

```
24
Properties=species:S:1:pos:R:3:forces:R:3:nbo_charge:R:1
C 1.9532 -1.5378 -2.1658 -3.3 -0.5 0.0 -0.6467
C 1.0792 -1.1792 -1.0059 1.3 1.9 1.2 0.1045
C -0.1718 -1.5137 -0.7914 -2.6 0.9 -0.1 -0.6259
B -1.0640 -0.7728 0.3144 0.5 0.5 1.8 0.9310
O -2.1087 -1.5004 0.8268 -0.8 0.0 -1.1 -0.9034
C -0.8983 0.8382 1.2412 1.3 -2.5 -3.8 0.0683
C -2.1912 1.5408 1.1130 -2.7 -1.9 1.1 -0.6542
O -0.3780 0.5890 2.4993 -0.3 0.0 2.0 -0.7308
C 0.1938 1.5656 0.3991 -1.6 1.3 -1.6 -0.4791
C 1.5065 0.9083 0.5330 -0.9 -0.3 -0.6 -0.1540
C 1.8292 -0.2544 0.0073 -1.3 -1.7 -1.8 -0.2295
H 2.2357 -0.5764 -2.4767 1.1 1.0 -1.1 0.2279
H 1.3428 -2.0713 -2.9352 0.8 0.4 0.5 0.2126
H 2.7223 -2.1190 -1.7924 2.0 -1.1 0.2 0.2193
H -0.7380 -2.1463 -1.5314 0.7 0.3 0.6 0.2000
H -2.4164 -2.1651 0.1735 0.4 0.2 0.9 0.4875
H -3.0034 0.7939 1.5265 1.2 1.5 -0.5 0.2140
H -2.4091 1.5175 0.0260 -0.1 0.9 0.6 0.2223
H -2.3256 2.4858 1.6909 0.3 -0.4 -0.9 0.2201
H -1.0346 0.2509 3.1550 0.5 0.4 -1.2 0.4825
H 0.1990 2.6425 0.5562 0.5 0.3 1.4 0.2121
H -0.1788 1.7576 -0.6709 0.4 -1.6 1.0 0.2168
H 2.1403 1.3409 1.2464 1.1 0.5 0.9 0.2091
H 2.7109 -0.7683 0.2651 1.4 -0.1 0.5 0.1956
```
Positions in Å, forces in eV/Å.

The following is a quantum chemistry calculation of one molecule with the formula C8H13Br in a non-equilibrium geometry, from OMol25.

* maximum force: 5.277 eV/A
* multiplicity: 1
* E_HOMO: -9.0 eV
* E_tot: -2886.5011 Eh
* energy relative to the best compared isomer or geometry (same formula, charge and spin): 275.2 kJ/mol
* SMILES: C=C1[C@@H](Br)[C@@]1(C)C(C)C

```
22
Properties=species:S:1:pos:R:3:forces:R:3:nbo_charge:R:1
C 1.2147 2.6641 0.9353 -0.5 -1.1 -1.1 -0.3832
C 1.1678 1.5537 0.1735 1.6 0.0 1.5 -0.0124
C 2.1621 0.7296 -0.6360 -3.3 0.7 -0.1 -0.3524
Br 3.5407 -0.4250 0.0394 -0.4 0.5 -0.1 0.0471
C 0.4629 0.3691 -0.3878 4.3 2.9 0.9 -0.0240
C -0.3508 0.7277 -1.5286 -2.4 -2.1 -1.6 -0.6308
C 0.1497 -0.7453 0.5497 -3.5 -1.2 -0.4 -0.2330
C -1.2223 -0.4618 1.2844 -0.5 -0.9 -1.1 -0.6069
C -0.0444 -2.1752 -0.1330 0.7 1.3 0.9 -0.6262
H 0.4052 3.2829 1.3080 -0.5 -0.7 0.0 0.2058
H 2.1588 3.0883 1.1782 0.9 0.2 -0.2 0.2021
H 2.3447 1.2492 -1.6246 0.1 -1.2 1.2 0.2337
H -1.3578 1.1867 -1.1956 1.7 -0.3 -0.8 0.2215
H -0.5831 -0.3446 -1.8381 -0.4 1.5 -0.9 0.2136
H 0.2055 1.2674 -2.3473 -0.9 -0.4 1.0 0.2346
H 0.8946 -0.8276 1.2797 1.3 -0.1 1.0 0.2215
H -2.0085 -0.3932 0.3924 1.1 -0.8 2.3 0.2001
H -1.2535 0.5399 1.7054 0.2 0.0 0.5 0.2099
H -1.3902 -1.3023 2.1191 -0.1 2.0 -2.1 0.2220
H 0.8420 -2.1706 -0.8178 -0.5 -1.3 0.7 0.2248
H -0.9551 -2.2210 -0.7729 0.5 0.0 0.7 0.2052
H -0.1406 -2.9048 0.7724 0.6 0.9 -2.2 0.2268
```
Positions in Å, forces in eV/Å.

The following is a quantum chemistry calculation of a 2-piece molecular cluster, C8H13BrINO2 overall in a non-equilibrium geometry, from OMol25.

* maximum force: 4.224 eV/A
* multiplicity: 1
* E_HOMO: -9.2 eV
* E_tot: -3389.3724 Eh
* energy relative to the best compared isomer or geometry (same formula, charge and spin): 0.0 kJ/mol
* SMILES: C/C(=C\Br)[N+](=O)[O-].CCC/C=C/I

```
26
Properties=species:S:1:pos:R:3:forces:R:3:nbo_charge:R:1
C 0.3677 -2.7567 0.7374 -0.2 0.4 2.2 -0.6785
C -0.8869 -2.2308 0.1276 -1.8 0.1 1.8 0.0222
C -2.0026 -1.6338 0.6759 2.9 -2.0 -0.1 -0.2113
Br -2.0318 -1.2570 2.5245 -0.1 0.0 -0.5 0.0938
N -0.8674 -2.4265 -1.3002 -0.6 1.5 1.1 0.5154
O 0.2386 -2.6040 -1.7492 0.1 -0.4 -1.7 -0.3732
O -1.9094 -2.2141 -1.8759 -0.1 -0.5 -1.4 -0.3815
H 1.0444 -1.9129 0.8354 0.6 0.1 -0.4 0.2337
H 0.1623 -2.9495 1.8575 0.3 -0.5 -1.9 0.2385
H 0.8436 -3.5426 0.0916 -0.6 0.6 1.3 0.2686
H -2.9155 -1.4808 0.1521 -0.3 0.3 -0.3 0.2563
C 2.8707 2.0348 -0.0923 0.3 2.1 3.6 -0.5967
C 1.4108 2.0841 0.5548 1.3 0.8 -1.2 -0.3903
C 0.3776 1.4918 -0.4150 -0.3 3.8 -1.2 -0.4354
C -1.0469 1.5384 0.0259 -0.1 0.9 2.5 -0.2261
C -1.9875 0.9525 -0.6462 -2.0 -0.8 -1.3 -0.3116
I -4.1388 0.9410 -0.4823 1.0 0.4 0.3 0.1013
H 3.1019 2.8076 -0.8227 -0.3 0.1 0.0 0.2108
H 3.0569 1.1202 -0.5110 0.3 -2.5 -1.2 0.1954
H 3.6852 2.1182 0.7679 -1.7 0.1 -1.7 0.2029
H 1.4800 1.5405 1.5148 -0.5 0.3 -0.4 0.2061
H 1.1474 3.1361 0.6714 0.1 0.0 0.7 0.2022
H 0.2781 2.1351 -1.4277 1.1 -1.3 2.1 0.2146
H 0.8247 0.5955 -0.6278 0.1 -2.8 -1.1 0.2154
H -1.3098 2.1305 0.9496 0.4 -0.6 -1.0 0.2215
H -1.7931 0.3822 -1.5362 0.2 -0.2 -0.2 0.2057
```
Positions in Å, forces in eV/Å.

> Which of these has the highest E_tot?

C8H13BO2